Entry from the Open Molecules 2025 dataset: a molecular structure, C30H29N2O7PS4TeYb at a distorted geometry (wB97M-V/def2-TZVPD).

XYZ file:
```
75
Properties=species:S:1:pos:R:3:forces:R:3
Yb 0.55870 0.27161 1.12400 0.16 -0.07 1.17
S 1.89318 2.57370 -0.00139 -0.80 -0.35 0.44
C 3.50746 1.97087 0.32799 -0.06 0.30 -0.68
C 4.42062 2.31942 -0.66910 0.17 0.32 -0.62
C 5.74877 1.96765 -0.56451 0.08 -0.01 -0.67
C 6.16596 1.30370 0.58264 1.27 0.14 0.72
C 5.27091 0.99449 1.60273 0.63 0.08 -0.20
C 3.87403 1.24367 1.46953 1.15 -0.46 0.33
S 2.78994 0.58135 2.67330 -0.37 0.37 -0.30
C -0.20443 -0.43362 3.42978 -0.69 0.91 -0.60
C -1.23743 -1.17919 2.84974 0.04 0.52 -0.31
C -1.78862 -2.34241 3.45517 0.14 0.11 -0.23
C -2.68629 -3.11647 2.81378 -0.43 -0.94 -1.34
C -3.11399 -2.76730 1.47913 0.79 1.38 1.33
C -2.61743 -1.54010 0.98856 0.39 -0.38 0.78
C -3.12146 -1.09326 -0.34873 -0.22 -0.40 -0.59
S -3.15994 0.67118 -0.72587 0.17 0.14 0.29
C -1.48472 2.16734 -2.55330 -0.35 1.00 -0.59
C -2.19364 2.52291 -3.87814 0.31 0.57 -0.26
C -1.59248 3.19937 -4.89647 -1.26 -0.87 1.64
C -0.18921 3.50685 -4.86468 0.51 0.83 -0.73
C 0.60172 2.99126 -3.90685 -0.66 -1.16 0.56
C 0.01199 2.17270 -2.84105 1.13 -0.62 0.26
S 1.06610 1.25731 -1.90555 -0.97 0.47 -0.33
N -1.65871 -0.77613 1.61177 -1.23 -0.89 -0.53
H 4.05913 2.88843 -1.56173 0.33 -0.58 0.93
H 6.40812 2.19832 -1.40550 0.02 -0.09 0.45
H 7.26824 1.10366 0.75823 -1.46 0.12 -0.35
H 5.75842 0.56746 2.50198 -1.04 0.06 -0.47
H -0.29817 0.67554 3.41702 0.10 -1.02 0.26
H 0.20184 -0.89048 4.29143 0.65 0.03 0.92
H -1.49397 -2.55142 4.45420 0.28 -0.26 0.67
H -3.02917 -4.05973 3.28677 0.01 0.78 -0.34
H -3.87261 -3.36160 0.98147 0.15 0.28 -0.15
H -4.10570 -1.54277 -0.47905 -0.12 0.30 -0.12
H -2.51003 -1.54559 -1.11849 0.37 -0.04 -0.36
H -3.25909 2.29132 -3.97652 0.36 -0.05 0.20
H -2.29677 3.45530 -5.68118 0.60 0.19 -0.38
H 0.28378 4.11898 -5.63746 -0.35 -0.29 0.09
H 1.68267 3.06240 -4.04343 -0.25 0.02 0.50
O -0.42039 4.68589 2.52706 -0.30 -0.11 -0.49
C -0.63442 3.47669 1.95482 0.74 0.50 1.67
O -0.12723 2.49892 2.43883 -0.03 -0.66 -0.64
C -1.55014 3.54268 0.81396 0.21 0.55 -1.00
C -2.70994 4.28160 0.94171 0.09 0.52 1.47
C -3.43073 4.52597 -0.18691 0.21 -0.84 -1.32
C -2.99011 3.97632 -1.41584 0.04 0.18 1.15
C -1.85433 3.15447 -1.42890 -0.63 -0.20 0.46
N -1.13299 2.98863 -0.31223 -0.11 -0.09 0.16
C -2.03221 0.75215 -2.14050 0.19 -0.06 -0.37
O -1.80156 -0.18712 -2.83574 -0.17 -0.35 -0.07
O 0.16566 0.35599 -1.04221 0.53 0.53 -0.70
H 0.23416 4.56821 3.23282 -0.03 -0.20 -0.04
H -2.96945 4.69286 1.94136 0.06 -0.35 -0.95
H -4.36126 5.04866 -0.11004 -0.31 0.40 -0.24
H -3.58138 4.17869 -2.28335 -0.04 -0.15 -0.54
C 1.61787 -4.99703 3.14794 -1.72 -0.08 -0.75
C 1.64738 -3.72661 2.32026 -0.73 -0.60 -0.63
O 2.06398 -4.03054 0.94896 -0.57 1.11 -0.01
P 1.59609 -2.92199 -0.19159 0.20 -0.30 1.37
O 1.32282 -1.59833 0.54476 0.27 -1.26 -0.57
Te 3.21877 -2.95391 -1.90637 -0.37 0.12 0.17
O 0.11790 -3.47532 -0.55033 0.13 0.23 -0.69
C -0.03830 -4.48517 -1.57819 0.28 0.34 0.17
C -1.37753 -4.33255 -2.23877 0.39 0.03 -0.76
H 1.38912 -4.67010 4.16660 0.31 -0.41 0.08
H 2.52588 -5.52763 3.02743 1.08 -0.53 0.39
H 0.79150 -5.70794 2.80919 0.90 1.05 0.34
H 2.33270 -2.98101 2.70259 0.06 0.15 0.23
H 0.61474 -3.34705 2.35501 0.39 0.32 -0.32
H 0.03787 -5.44279 -1.08391 0.29 -0.42 0.03
H 0.76124 -4.33786 -2.32225 -0.18 -0.33 0.31
H -2.18546 -4.39811 -1.54058 -0.53 0.09 0.52
H -1.52746 -5.11216 -3.00319 0.17 0.18 0.24
H -1.37055 -3.37119 -2.74263 -0.36 0.21 -0.08
```
Positions in Å, forces in eV/Å.

Summary:
Spin multiplicity ... 2
Maximum force ... 0.04363 Eh/bohr
DFT total energy ... -5157.826110 a.u.
ΔE to the lowest compared entry with this formula, charge and spin ... 4.458 eV
Frontier orbital gap (spin up / spin down) ... 6.057 / 6.057 eV
Expectation value of S² ... 0.7508
Total charge ... -1
HOMO level (spin up / spin down) ... -4.21 / -4.21 eV
Lowest unoccupied orbital energy (spin up / spin down) ... 0.068 / 0.068 Eh



Entry from the Open Molecules 2025 dataset: 2 unconnected molecules or ions with the total composition C5H12N2 at a distorted geometry (wB97M-V/def2-TZVPD).

XYZ file:
```
19
Properties=species:S:1:pos:R:3:forces:R:3
H -3.02324 -1.11804 0.45147 0.17 0.86 0.10
N -2.10991 -1.10634 0.91204 1.26 0.23 -0.48
C -1.15612 -0.93358 0.03926 -2.84 -3.74 0.01
C -1.48719 -0.76398 -1.42391 0.50 0.86 -0.14
N 0.11387 -1.40957 0.33266 1.02 0.33 1.85
C 0.24944 -2.34902 1.19572 -0.29 0.71 -0.63
H -1.89782 0.23897 -1.56704 0.03 -0.07 -0.22
H -0.59380 -0.87079 -2.04398 -0.18 0.02 0.02
H -2.24908 -1.48396 -1.73263 0.17 0.00 0.14
H -0.57550 -3.02030 1.47909 0.05 0.42 0.10
H 1.21827 -2.47293 1.69860 -0.17 -0.28 -0.60
C 1.55516 1.21186 -0.16573 -2.35 -1.00 -0.32
C 1.34560 2.62367 0.31850 0.20 0.33 0.15
H 2.08526 0.61938 0.58220 -0.33 -0.15 -0.01
H 2.17227 1.18268 -1.06583 -0.32 -0.10 -0.16
H 0.45933 0.71562 -0.34354 3.20 1.26 0.15
H 2.29255 3.06030 0.65294 -0.15 0.08 0.01
H 0.95222 3.25470 -0.48272 -0.08 0.03 0.18
H 0.64868 2.62132 1.16290 0.09 0.21 -0.13
```
Positions in Å, forces in eV/Å.

Summary:
Maximum force ... 0.09133 Eh/bohr
SMILES string ... [H]/N=C(\C)N=C.CC
DFT total energy ... -307.140871 a.u.
ΔE to the lowest compared entry with this formula, charge and spin ... 2.407 eV
Frontier orbital gap ... 9.581 eV
Total charge ... 0
HOMO level ... -9.39 eV
Lowest unoccupied orbital energy ... 0.007 Eh



Entry from the Open Molecules 2025 dataset: 12 unconnected molecules or ions with the total composition C22H46Cl16N2O6S2 at a distorted geometry (wB97M-V/def2-TZVPD).

XYZ file:
```
94
Properties=species:S:1:pos:R:3:forces:R:3
O -0.60492 -1.22095 6.14134 0.02 0.21 -0.17
S -0.82280 -1.80691 4.84221 -0.14 0.87 -0.46
O -1.39306 -1.00660 3.76149 0.54 -0.46 0.59
C 0.64844 -2.63778 4.28249 0.07 -0.17 -1.09
C 0.08352 -3.88230 3.57479 0.60 -0.43 0.16
C -0.94810 -4.46194 4.51865 -0.80 -0.37 0.21
C -1.78303 -3.27334 5.02693 -0.15 -1.04 0.46
H 1.27067 -2.88039 5.13530 -0.05 -0.10 0.26
H 1.21901 -1.99292 3.61190 -0.17 0.10 0.11
H -0.41483 -3.63339 2.63294 0.36 0.14 0.04
H 0.87249 -4.62985 3.40683 -0.16 0.38 -0.28
H -0.49579 -5.02882 5.33493 0.20 0.38 0.14
H -1.61235 -5.19764 4.04743 0.19 0.27 -0.18
H -1.94682 -3.34520 6.09008 -0.35 -0.03 0.32
H -2.72510 -3.20130 4.50149 -0.13 0.32 -0.12
O -0.08460 0.81722 -1.66822 -0.10 0.36 -0.22
S 0.94804 1.47924 -0.89129 1.26 0.90 -0.31
O 1.85681 2.44820 -1.52372 -1.13 -1.23 0.38
C 0.26656 2.19947 0.56547 -0.15 -0.39 1.33
C 0.27560 1.07809 1.62928 -0.05 -0.74 -0.60
C 1.65098 0.40451 1.46856 0.33 -0.65 -0.91
C 1.86550 0.19156 -0.06119 -0.10 -0.43 0.13
H -0.70884 2.61047 0.36596 -0.28 0.08 -0.14
H 0.95435 2.97208 0.88887 0.13 0.35 -0.20
H 0.12127 1.41902 2.64433 0.00 0.38 0.09
H -0.55072 0.37050 1.44067 0.40 0.15 -0.04
H 1.81373 -0.57042 1.95413 -0.57 0.28 -0.03
H 2.44157 1.01924 1.87329 0.16 0.55 0.05
H 1.39168 -0.74869 -0.39462 0.30 0.36 0.15
H 2.88880 0.24277 -0.45034 -0.22 -0.16 0.29
C -0.58178 -2.65015 -7.20519 0.57 -1.20 -0.47
N -1.06926 -2.13679 -5.98083 0.07 0.48 0.65
C -0.88804 -0.83720 -5.65784 -1.64 -0.34 -0.42
C -1.70434 -0.34236 -4.52027 0.91 0.70 1.20
O -0.21962 -0.11090 -6.34294 1.27 1.14 -0.41
H -1.42222 -2.86876 -7.86276 0.19 -0.35 -0.20
H 0.03497 -3.51954 -6.96194 -0.30 -0.39 -0.52
H 0.09496 -1.98559 -7.71524 -0.04 0.63 0.11
H -1.81871 -2.62339 -5.54185 -0.25 -0.23 0.29
H -2.17846 0.59632 -4.78247 -0.05 0.13 -0.24
H -0.95605 -0.08680 -3.73507 -0.77 -0.24 -0.13
H -2.46419 -1.02133 -4.15502 0.05 -0.26 0.20
C -4.12957 0.77946 -1.77952 -0.28 -0.10 -0.15
N -3.03415 0.02086 -1.23501 0.53 -0.89 0.39
C -3.14770 -1.24602 -0.72050 -1.18 0.51 -1.00
C -1.85284 -1.85881 -0.25514 0.37 -0.19 0.12
O -4.23309 -1.81715 -0.69463 0.61 -0.04 0.31
H -4.67901 1.28874 -0.98436 -0.01 0.19 -0.26
H -4.81784 0.15197 -2.33015 -0.25 -0.55 0.27
H -3.77892 1.44690 -2.56256 0.32 0.45 0.38
H -2.10627 0.39766 -1.27664 0.23 0.26 -0.13
H -1.76725 -1.70062 0.82740 0.22 0.12 -0.13
H -1.00311 -1.42187 -0.79760 -0.12 -0.01 0.37
H -1.82722 -2.94323 -0.40864 -0.33 0.23 -0.10
Cl 1.43188 4.35278 -5.02008 -0.27 0.54 -0.11
C 1.30799 2.62611 -4.84989 -0.49 -1.24 0.29
Cl 2.87995 1.86807 -5.10945 0.05 -0.25 -0.24
H 1.02431 2.34687 -3.85065 0.11 0.43 0.57
H 0.52387 2.16534 -5.46336 0.60 0.40 -0.53
Cl 6.48903 2.24304 0.18729 0.06 -0.17 -0.04
C 4.74226 2.33750 0.01466 -0.58 -0.85 0.52
Cl 4.09826 3.79392 0.74612 -0.19 0.34 -0.05
H 4.45377 2.23497 -1.01491 0.08 0.54 -0.52
H 4.24067 1.50298 0.52303 0.65 0.23 0.13
Cl 1.38774 -1.81603 -3.18920 -0.39 0.91 0.35
C 2.07722 -3.20218 -3.96076 -0.45 -1.33 0.14
Cl 3.01740 -2.83601 -5.37903 0.50 0.21 -0.29
H 2.65786 -3.72248 -3.19359 0.15 0.07 -0.49
H 1.27078 -3.85685 -4.30750 0.12 0.22 0.28
Cl -0.79970 3.90027 4.33875 0.31 -0.91 0.62
C -1.01130 5.09667 3.10783 -0.33 0.27 -0.56
Cl -2.54674 5.90617 3.30180 -0.67 0.54 0.10
H -0.22865 5.82588 3.21874 0.26 0.15 -0.27
H -1.07297 4.64118 2.12410 0.49 -0.07 0.06
Cl 3.79507 -2.66352 0.90485 0.08 -0.03 0.23
C 2.89898 -3.97625 0.16299 -0.04 -0.01 -1.04
Cl 1.15998 -3.70807 0.14646 -0.36 0.05 0.26
H 3.15948 -4.01882 -0.89022 0.31 0.06 0.10
H 3.11993 -4.93098 0.60976 0.05 -0.04 0.45
Cl -5.51544 0.41096 1.88828 -1.13 0.32 -0.49
C -3.92306 0.35009 2.55314 0.09 -2.12 0.79
Cl -2.98467 1.76363 2.28403 0.48 0.81 -0.11
H -4.03059 0.11515 3.61769 0.24 0.54 -0.20
H -3.46368 -0.54274 2.11575 0.26 0.51 -0.06
Cl 1.77900 6.47455 -0.61805 -0.55 0.00 0.09
C 0.47699 6.01297 -1.73038 0.10 0.47 -0.75
Cl -0.76900 4.94686 -1.10108 0.00 -0.21 0.31
H -0.07168 6.86071 -2.13654 0.35 0.31 0.48
H 0.97158 5.55035 -2.56460 0.06 -0.55 -0.14
Cl 3.50390 2.35122 6.70773 0.81 0.39 0.60
C 1.95956 1.78031 6.17536 -0.63 -0.43 0.27
Cl 2.18086 0.82934 4.71293 -0.20 -0.28 -0.62
H 1.53061 1.08241 6.91581 0.08 0.71 -0.32
H 1.35024 2.65832 5.95100 -0.10 -0.44 0.09
```
Positions in Å, forces in eV/Å.

Summary:
Maximum force ... 0.04414 Eh/bohr
SMILES string ... O=S1(=O)CCCC1.O=S1(=O)CCCC1.CNC(C)=O.CNC(C)=O.ClCCl.ClCCl.ClCCl.ClCCl.ClCCl.ClCCl.ClCCl.ClCCl
DFT total energy ... -9586.254911 a.u.
Frontier orbital gap ... 9.296 eV
Total charge ... 0
HOMO level ... -9.40 eV
Lowest unoccupied orbital energy ... -0.004 Eh



Entry from the Open Molecules 2025 dataset: a molecular structure, C40H51Cl2N3O2Si3V at a distorted geometry (wB97M-V/def2-TZVPD).

XYZ file:
```
102
Properties=species:S:1:pos:R:3:forces:R:3
V 0.39004 0.92076 -0.53163 -1.20 -1.18 -0.59
C 0.38751 -1.56899 3.32782 -0.50 0.17 -0.42
Si -1.45294 -1.03352 3.04603 0.00 -0.21 0.28
C -2.36187 -2.49823 3.93507 0.14 0.47 -0.49
C -1.60185 0.38549 4.35408 -0.09 -0.20 -0.61
C -2.08577 -0.68081 1.31924 -0.04 0.32 -0.14
Si -2.83331 -2.06015 0.29419 -0.34 -0.13 -0.15
C -4.72019 -2.35844 0.69936 0.56 0.34 -0.04
C -2.75934 -1.85343 -1.60909 -0.02 0.20 0.59
C -2.19392 -3.86860 0.46019 0.03 0.59 0.19
Si -2.85957 0.98235 0.94679 -0.74 -0.71 0.40
C -4.00381 1.52627 2.43131 0.41 -0.02 -0.26
C -4.14920 1.14649 -0.47302 0.57 -0.28 0.09
C -1.74968 2.54868 0.71521 -0.21 -0.31 0.19
C -2.34633 3.77468 1.00029 -0.17 0.38 0.06
C -1.61628 4.94673 1.06681 0.25 -0.39 -0.06
C -0.23980 4.83284 0.92319 -0.25 0.12 0.04
C 0.28667 3.59905 0.60855 0.39 0.06 0.02
N -0.43591 2.48172 0.43040 -0.99 1.86 0.99
H 1.08498 -0.99073 2.73272 0.18 0.12 -0.10
H 0.52555 -2.61443 3.07432 0.02 -0.28 -0.10
H 0.68901 -1.45142 4.36777 -0.18 0.06 0.21
H -2.02133 -2.67101 4.95469 0.20 0.13 0.15
H -2.21040 -3.41663 3.37922 0.01 -0.28 -0.13
H -3.43089 -2.31614 3.96635 -0.33 0.07 0.00
H -0.85731 0.29221 5.14226 0.17 -0.19 0.00
H -2.57931 0.39816 4.82852 -0.24 0.02 -0.01
H -1.45325 1.35041 3.88178 0.03 0.36 -0.05
H -5.23480 -1.42006 0.88172 -0.15 0.22 0.05
H -4.80806 -2.95234 1.60630 0.05 -0.12 0.24
H -5.25833 -2.88473 -0.08880 0.06 -0.11 -0.21
H -3.25315 -0.94679 -1.93364 -0.06 0.24 -0.15
H -3.21858 -2.69000 -2.13581 -0.13 -0.23 0.14
H -1.72753 -1.78789 -1.94253 0.22 0.09 -0.04
H -1.65430 -4.04109 1.38047 0.22 -0.14 0.31
H -3.02295 -4.56953 0.42762 -0.32 -0.04 0.00
H -1.52785 -4.10860 -0.35843 0.19 -0.01 -0.20
H -4.25979 0.63925 2.99924 -0.05 -0.27 0.13
H -4.94010 1.98054 2.11340 -0.11 0.12 -0.24
H -3.52429 2.21909 3.11487 0.14 0.14 0.20
H -4.85611 0.32411 -0.45113 -0.20 -0.20 0.06
H -3.67034 1.14358 -1.44266 0.11 -0.05 -0.20
H -4.71339 2.07413 -0.39768 0.04 0.18 0.24
H -3.41054 3.80331 1.17377 -0.15 -0.06 0.05
H -2.07972 5.90757 1.25802 -0.07 -0.05 0.02
H 0.40877 5.69074 1.04705 0.08 -0.08 -0.06
H 1.36054 3.48522 0.51652 -0.12 -0.03 -0.14
C 1.83101 3.93221 -3.41031 0.01 0.16 0.15
C 2.20132 3.10711 -4.46108 0.10 0.02 -0.16
C 2.06631 1.74219 -4.32253 0.05 -0.26 -0.06
C 1.58936 1.19664 -3.12527 0.10 0.52 0.05
C 1.26184 2.01218 -2.01573 0.36 0.23 -0.44
C 1.36837 3.38544 -2.22192 0.18 0.39 -0.34
C 1.37256 -0.22284 -2.92032 0.36 0.01 -0.11
C 1.52576 -1.18762 -3.92777 -0.02 -0.61 0.05
C 1.37486 -2.52331 -3.64812 0.17 0.52 -0.27
C 1.19552 -2.90623 -2.29939 -0.20 0.37 0.33
C 1.24431 -4.24651 -1.88549 0.01 -0.18 0.16
C 1.15207 -4.57353 -0.55310 0.14 -0.24 -0.41
C 0.97934 -3.56473 0.39158 -0.02 0.35 0.21
C 0.88003 -2.24715 0.01005 -0.11 -0.21 0.14
C 1.00641 -1.87255 -1.33361 0.12 -1.43 -0.14
N 1.01469 -0.55163 -1.65483 0.33 -0.56 -1.02
H 1.87788 5.01011 -3.53293 -0.01 0.01 0.02
H 2.54358 3.53632 -5.39679 0.03 -0.05 -0.01
H 2.32361 1.09958 -5.15718 -0.02 -0.01 -0.04
H 1.02353 4.07921 -1.46581 0.10 0.01 -0.09
H 1.73748 -0.87579 -4.94048 -0.04 0.10 0.00
H 1.42847 -3.27177 -4.43031 0.08 -0.03 0.03
H 1.40137 -5.01002 -2.64161 -0.05 -0.02 0.03
H 1.20615 -5.60852 -0.23475 0.01 0.00 -0.02
H 0.91212 -3.83306 1.43610 -0.04 0.06 0.06
H 0.71706 -1.45936 0.72926 0.09 -0.07 0.13
Cl -1.15253 0.29666 -4.70017 -0.23 -0.37 -0.40
C -1.84400 1.82543 -4.16902 -0.28 -0.02 0.74
Cl -1.21281 3.14575 -5.13957 0.04 0.44 -0.38
C -1.57498 2.08326 -2.60230 -0.76 0.83 -1.71
O -1.72708 3.24038 -2.24670 -0.08 0.34 0.24
O -1.33181 1.04598 -1.98335 0.57 -1.19 1.42
H -2.91997 1.77234 -4.36618 0.25 0.04 0.19
C 4.30470 -2.26985 -0.97423 -0.04 0.00 0.01
N 3.75171 -1.35820 -0.00780 0.24 0.08 -0.01
C 4.27150 -1.64187 1.30654 -0.16 -0.02 -0.05
C 3.90590 0.04161 -0.40392 -0.09 0.06 -0.08
C 3.30430 0.93106 0.65708 0.12 0.06 -0.08
C 4.19277 1.55532 1.53003 0.15 0.23 -0.12
C 3.75725 2.15893 2.69695 0.08 -0.02 0.09
C 2.41628 2.03924 3.02163 0.04 0.20 0.30
C 1.53290 1.48373 2.11268 0.19 -0.18 0.18
C 1.90645 0.99492 0.84517 0.81 -0.10 1.08
H 5.41430 -2.23820 -1.00182 -0.03 0.03 -0.03
H 3.92806 -2.03943 -1.96965 -0.04 0.02 -0.09
H 3.99619 -3.28542 -0.71651 0.03 -0.06 -0.06
H 3.99884 -2.65970 1.58749 0.01 -0.10 0.01
H 3.82745 -0.95418 2.01939 0.04 -0.06 0.19
H 5.37361 -1.54748 1.35423 0.06 0.03 0.04
H 3.39566 0.15769 -1.36356 0.14 0.10 0.07
H 4.98151 0.29168 -0.53309 -0.09 -0.01 -0.05
H 5.25252 1.58229 1.28964 0.01 -0.13 -0.03
H 4.45569 2.67052 3.35256 -0.03 -0.06 0.00
H 2.06035 2.42177 3.97185 -0.10 0.00 0.05
H 0.48929 1.43951 2.40427 -0.03 0.07 0.01
```
Positions in Å, forces in eV/Å.

Summary:
Spin multiplicity ... 4
Maximum force ... 0.04519 Eh/bohr
DFT total energy ... -4602.553959 a.u.
Frontier orbital gap (spin up / spin down) ... 4.882 / 6.372 eV
Expectation value of S² ... 3.7964
Total charge ... -2
HOMO level (spin up / spin down) ... -0.33 / -1.83 eV
Lowest unoccupied orbital energy (spin up / spin down) ... 0.167 / 0.167 Eh



Which formula does entry 1 have?
C30H29N2O7PS4TeYb